This record from OMol25 describes 7 unconnected molecules or ions with the total composition C21H35N9O7S. The level of theory is the ωB97M-V functional and the def2-TZVPD basis.

Each atom is followed by the atoms it is bonded to, with distances in Å.
Positions of all 73 atoms, in Å:
1 O 1.1298 4.2373 -0.9660  C2 1.376, H15 0.967
2 C 0.2674 3.1843 -1.1677  O1 1.376, C3 1.443, N14 1.299
3 C -0.0019 2.2748 -0.0799  C2 1.443, N4 1.316, H16 1.101
4 N -0.7672 1.2050 -0.1308  C3 1.316, C5 1.386
5 C -1.3228 1.1085 -1.3975  N4 1.386, C6 1.430, C13 1.399
6 C -2.2156 0.0162 -1.6308  C5 1.430, C7 1.369, H17 1.097
7 C -2.8322 -0.2347 -2.8275  C6 1.369, C8 1.474, H18 1.092
8 C -2.5783 0.7033 -3.9361  C7 1.474, C9 1.372, H19 1.090
9 C -1.7271 1.7592 -3.7277  C8 1.372, N10 1.459, C13 1.435
10 N -1.4884 2.6217 -4.8797  C9 1.459, C11 1.224
11 C -1.8449 3.7793 -4.7054  N10 1.224, S12 1.578
12 S -1.8154 5.3324 -4.4256  C11 1.578
13 C -1.0806 1.9784 -2.4658  C5 1.399, C9 1.435, N14 1.369
14 N -0.2341 3.0491 -2.3583  C2 1.299, C13 1.369
15 H 0.6648 4.9503 -0.5065  O1 0.967
16 H 0.4975 2.4841 0.8783  C3 1.101
17 H -2.3897 -0.6792 -0.8005  C6 1.097
18 H -3.4985 -1.0973 -2.8882  C7 1.092
19 H -3.0628 0.5108 -4.8937  C8 1.090
20 O -5.0694 -0.9114 -4.8689  C21 1.218
21 C -5.6521 -1.0774 -5.9251  O20 1.218, N22 1.359, C23 1.508
22 N -5.4130 -2.1705 -6.6960  C21 1.359, H24 1.003, H25 1.007
23 C -6.6703 -0.1011 -6.4574  C21 1.508, H26 1.089, H27 1.089, H28 1.090
24 H -5.8718 -2.3427 -7.5708  N22 1.003
25 H -4.7371 -2.8374 -6.3620  N22 1.007
26 H -6.1951 0.8700 -6.5893  C23 1.089
27 H -7.4841 -0.0116 -5.7394  C23 1.089
28 H -7.0824 -0.4210 -7.4145  C23 1.090
29 O -0.0422 -3.4510 -2.0967  C30 1.219
30 C 1.0464 -2.9421 -1.8893  O29 1.219, N31 1.358, C32 1.508
31 N 2.1987 -3.5507 -2.2697  C30 1.358, H33 1.012, H34 1.006
32 C 1.2052 -1.6093 -1.2012  C30 1.508, H35 1.090, H36 1.089, H37 1.091
33 H 3.1199 -3.1612 -2.1152  N31 1.012
34 H 2.1207 -4.4417 -2.7302  N31 1.006
35 H 0.7685 -1.6732 -0.2050  C32 1.090
36 H 0.6873 -0.8409 -1.7738  C32 1.089
37 H 2.2540 -1.3255 -1.1077  C32 1.091
38 O -1.1995 0.4102 5.4988  C39 1.223
39 C -1.4356 0.4804 4.3009  O38 1.223, N40 1.350, C41 1.509
40 N -0.4397 0.5395 3.3916  C39 1.350, H42 1.005, H43 1.013
41 C -2.8396 0.5063 3.7491  C39 1.509, H44 1.089, H45 1.089, H46 1.090
42 H -0.5969 0.5977 2.4002  N40 1.005
43 H 0.5140 0.5235 3.7334  N40 1.013
44 H -3.3649 1.3702 4.1549  C41 1.089
45 H -3.3559 -0.4049 4.0490  C41 1.089
46 H -2.8483 0.5711 2.6608  C41 1.090
47 O 0.1260 2.5365 10.4146  C48 1.219
48 C -0.4217 2.3420 9.3431  O47 1.219, N49 1.356, C50 1.509
49 N -0.1435 1.2477 8.5930  C48 1.356, H51 1.008, H52 1.006
50 C -1.4439 3.2901 8.7655  C48 1.509, H53 1.089, H54 1.089, H55 1.090
51 H -0.5762 1.0554 7.7035  N49 1.008
52 H 0.5341 0.5977 8.9530  N49 1.006
53 H -0.9844 4.2688 8.6327  C50 1.089
54 H -2.2807 3.3737 9.4576  C50 1.089
55 H -1.8199 2.9462 7.8016  C50 1.090
56 O 4.9942 -3.3712 -2.5784  C57 1.220
57 C 5.4352 -4.0180 -3.5135  O56 1.220, N58 1.357, C59 1.506
58 N 4.8012 -4.0361 -4.7129  C57 1.357, H60 1.003, H61 1.008
59 C 6.6967 -4.8356 -3.4164  C57 1.506, H62 1.089, H63 1.089, H64 1.090
60 H 5.1304 -4.5546 -5.5057  N58 1.003
61 H 3.9551 -3.4964 -4.8022  N58 1.008
62 H 6.5740 -5.5850 -2.6357  C59 1.089
63 H 7.5261 -4.1780 -3.1602  C59 1.089
64 H 6.9287 -5.3417 -4.3531  C59 1.090
65 O 2.4542 -0.0232 3.7046  C66 1.219
66 C 3.5338 0.4985 3.9267  O65 1.219, N67 1.356, C68 1.507
67 N 4.6910 -0.1022 3.5543  C66 1.356, H69 1.003, H70 1.007
68 C 3.6696 1.8293 4.6213  C66 1.507, H71 1.089, H72 1.089, H73 1.090
69 H 5.5978 0.2928 3.7187  N67 1.003
70 H 4.6256 -0.9924 3.0889  N67 1.007
71 H 3.2222 1.7592 5.6120  C68 1.089
72 H 3.1462 2.5877 4.0404  C68 1.089
73 H 4.7115 2.1299 4.7290  C68 1.090

## Properties
Kohn-Sham gap	8.454	eV
structure (SMILES)	Oc1cnc2cccc(N=C=S)c2n1.CC(N)=O.CC(N)=O.CC(N)=O.CC(N)=O.CC(N)=O.CC(N)=O
total energy	-60926.6427	eV
highest occupied orbital energy	-8.722	eV

Now the Löwdin charges, all in e:
1 O 0.05
2 C -0.34
3 C -0.05
4 N 0.15
5 C -0.23
6 C -0.04
7 C -0.03
8 C 0.01
9 C -0.20
10 N 0.10
11 C -0.75
12 S 0.71
13 C -0.16
14 N 0.22
15 H 0.11
16 H 0.12
17 H 0.12
18 H 0.10
19 H 0.10
20 O 0.02
21 C -0.58
22 N 0.16
23 C 0.00
24 H 0.10
25 H 0.11
26 H 0.09
27 H 0.09
28 H 0.07
29 O 0.02
30 C -0.60
31 N 0.15
32 C 0.00
33 H 0.05
34 H 0.10
35 H 0.09
36 H 0.07
37 H 0.07
38 O 0.01
39 C -0.59
40 N 0.18
41 C -0.01
42 H 0.07
43 H 0.06
44 H 0.08
45 H 0.09
46 H 0.06
47 O 0.02
48 C -0.61
49 N 0.16
50 C -0.01
51 H 0.06
52 H 0.11
53 H 0.08
54 H 0.08
55 H 0.07
56 O 0.01
57 C -0.58
58 N 0.16
59 C 0.00
60 H 0.10
61 H 0.11
62 H 0.09
63 H 0.09
64 H 0.07
65 O 0.02
66 C -0.58
67 N 0.16
68 C 0.00
69 H 0.10
70 H 0.11
71 H 0.09
72 H 0.09
73 H 0.07